C23H27FN2O3 | the ωB97M-V functional and the def2-TZVPD basis

Summary:
HOMO level, eV: -8.33
Energy relative to the best compared isomer or geometry (same formula, charge and spin), kJ/mol: 237.14
2S+1: 1
HOMO-LUMO gap, eV: 8.97
Calculated total energy, a.u.: -1327.7003

Geometry as XYZ:
```
56
C23H27FN2O3, DFT the ωB97M-V functional and the def2-TZVPD basis
C -0.675 -3.284 -2.356
O -0.630 -2.665 -1.094
C -1.689 -1.893 -0.694
C -2.840 -1.733 -1.456
C -3.903 -0.964 -1.019
C -3.839 -0.334 0.217
C -4.947 0.491 0.779
O -5.156 0.588 1.972
N -5.698 1.136 -0.150
C -6.791 1.980 0.198
C -7.967 2.090 -0.723
C -7.025 3.250 -0.561
C -2.695 -0.495 0.987
C -1.608 -1.247 0.558
O -0.586 -1.325 1.451
C 0.757 -1.543 1.041
C 1.263 -0.427 0.126
C 2.752 -0.615 -0.140
N 3.492 -0.596 1.108
C 4.925 -0.581 0.877
C 5.366 0.744 0.317
C 4.781 1.929 0.747
C 5.190 3.151 0.244
C 6.202 3.213 -0.700
C 6.803 2.049 -1.144
C 6.376 0.838 -0.631
F 6.972 -0.293 -1.078
C 3.077 -1.691 1.962
C 1.601 -1.548 2.313
H 0.275 -3.808 -2.456
H -0.768 -2.551 -3.164
H -1.493 -4.008 -2.422
H -2.924 -2.231 -2.409
H -4.787 -0.903 -1.636
H -5.445 1.084 -1.124
H -6.952 1.963 1.268
H -8.953 2.160 -0.293
H -7.936 1.542 -1.653
H -7.362 4.119 -0.018
H -6.361 3.481 -1.381
H -2.641 -0.025 1.956
H 0.851 -2.510 0.533
H 0.717 -0.430 -0.818
H 1.099 0.532 0.620
H 3.118 0.200 -0.769
H 2.909 -1.566 -0.684
H 5.247 -1.397 0.206
H 5.424 -0.729 1.841
H 3.991 1.867 1.479
H 4.721 4.059 0.591
H 6.524 4.165 -1.093
H 7.592 2.064 -1.879
H 3.673 -1.659 2.878
H 3.247 -2.671 1.477
H 1.286 -2.365 2.963
H 1.439 -0.607 2.839
```


C23H27HgN5OSSi | the ωB97M-V functional and the def2-TZVPD basis

Summary:
HOMO level (alpha / beta), eV: -2.06 / -4.38
Energy relative to the best compared isomer or geometry (same formula, charge and spin), kJ/mol: 0.70
Total charge: -1
2S+1: 2
HOMO-LUMO gap (alpha / beta), eV: 5.02 / 7.34
Calculated total energy, a.u.: -2082.8687

Geometry as XYZ:
```
59
C23H27HgN5OSSi, DFT the ωB97M-V functional and the def2-TZVPD basis
Hg -1.340 0.760 -0.131
C 0.725 3.596 -3.111
C 0.399 2.501 -2.132
N -0.848 2.279 -1.719
N -1.858 3.018 -2.268
C -3.052 2.566 -2.110
N -4.073 3.306 -2.718
S -3.597 1.127 -1.271
C 1.433 1.667 -1.639
C 2.809 1.872 -1.960
C 3.766 1.061 -1.420
C 3.394 0.019 -0.543
C 2.044 -0.137 -0.293
N 1.091 0.621 -0.815
H -0.185 4.115 -3.396
H 1.196 3.191 -4.011
H 1.420 4.318 -2.674
H -3.781 4.254 -2.910
H -4.947 3.246 -2.219
H 3.091 2.678 -2.622
H 4.810 1.223 -1.662
H 4.124 -0.640 -0.093
H 1.695 -0.925 0.371
C 0.298 2.436 2.129
Si -0.116 0.791 2.925
C 1.484 0.028 3.557
C -1.206 1.208 4.413
N -0.881 -0.211 1.751
C -1.150 -1.544 1.925
C -1.173 -2.163 3.196
C -1.427 -3.510 3.373
C -1.701 -4.331 2.288
C -1.703 -3.761 1.024
C -1.419 -2.421 0.850
O -1.476 -1.887 -0.432
C -0.528 -2.217 -1.368
C -0.716 -1.640 -2.620
C 0.220 -1.855 -3.613
C 1.339 -2.646 -3.373
C 1.507 -3.219 -2.124
C 0.578 -3.012 -1.111
H 0.809 3.075 2.854
H -0.601 2.964 1.801
H 0.952 2.311 1.264
H 1.958 0.667 4.306
H 2.180 -0.090 2.723
H 1.324 -0.955 4.002
H -0.739 1.998 5.008
H -1.388 0.360 5.074
H -2.177 1.574 4.071
H -0.993 -1.547 4.065
H -1.426 -3.921 4.376
H -1.916 -5.383 2.419
H -1.918 -4.356 0.144
H -1.579 -1.003 -2.773
H 0.082 -1.386 -4.579
H 2.076 -2.802 -4.150
H 2.381 -3.824 -1.919
H 0.727 -3.443 -0.131
```


C23H27N3O3S | the ωB97M-V functional and the def2-TZVPD basis

Summary:
HOMO level, eV: -7.99
Energy relative to the best compared isomer or geometry (same formula, charge and spin), kJ/mol: 175.81
2S+1: 1
HOMO-LUMO gap, eV: 8.08
Calculated total energy, a.u.: -1680.8189

Geometry as XYZ:
```
57
C23H27N3O3S, DFT the ωB97M-V functional and the def2-TZVPD basis
C 7.804 1.038 -2.558
S 6.217 1.622 -3.215
C 5.076 1.335 -1.901
C 3.769 1.773 -2.111
C 2.802 1.572 -1.151
C 3.108 0.928 0.053
C 2.117 0.688 1.088
C 0.822 0.366 0.920
N 0.347 0.062 -0.373
C -0.831 0.250 -1.014
O -1.837 0.732 -0.510
C -0.841 -0.209 -2.433
C -2.071 -0.603 -2.958
C -2.173 -1.034 -4.266
C -1.048 -1.061 -5.074
C 0.174 -0.649 -4.569
C 0.283 -0.228 -3.256
C 0.019 0.162 2.181
O 0.592 -0.167 3.207
N -1.294 0.400 2.098
C -2.192 0.216 3.209
C -3.212 -0.893 2.905
N -4.160 -1.008 3.997
C -4.613 -2.354 4.297
C -5.669 -2.851 3.300
O -6.775 -1.974 3.260
C -6.372 -0.665 2.914
C -5.312 -0.128 3.887
C 4.431 0.535 0.265
C 5.402 0.721 -0.698
H 8.063 1.597 -1.664
H 7.757 -0.029 -2.360
H 8.532 1.234 -3.339
H 3.528 2.279 -3.034
H 1.808 1.965 -1.312
H 2.463 0.742 2.111
H 1.100 -0.267 -0.966
H -2.939 -0.565 -2.318
H -3.130 -1.345 -4.658
H -1.124 -1.393 -6.099
H 1.049 -0.652 -5.201
H 1.247 0.114 -2.903
H -1.699 0.665 1.198
H -2.716 1.155 3.411
H -1.600 -0.053 4.085
H -3.689 -0.672 1.938
H -2.671 -1.837 2.801
H -3.758 -3.031 4.314
H -5.060 -2.330 5.296
H -6.064 -3.823 3.600
H -5.224 -2.937 2.295
H -7.274 -0.052 2.948
H -5.978 -0.660 1.885
H -4.986 0.863 3.570
H -5.757 -0.048 4.884
H 4.693 0.057 1.198
H 6.408 0.389 -0.498
```